Entry 1:
A 10-piece molecular cluster, C44H66F2N8 overall, computed with ωB97M-V/def2-TZVPD.

Geometry as XYZ:
```
120
C44H66F2N8 (ωB97M-V/def2-TZVPD)
H -1.971 5.372 1.501
H 3.916 1.497 -5.441
C 5.686 -0.095 -0.650
N -1.504 1.672 4.417
N 0.497 -2.857 0.906
H -0.070 -0.578 8.018
H -1.399 4.341 2.838
C -1.517 -0.600 -0.836
H -0.383 -0.005 -2.672
C -1.434 0.441 6.803
H 4.464 1.154 3.601
H 2.212 0.943 4.636
C -1.988 4.348 1.906
H 0.116 -4.852 -3.652
C -5.669 -0.883 0.399
C 2.331 1.451 3.693
C 1.838 1.670 -4.934
C -4.457 4.118 1.001
H 2.844 0.529 -6.459
H -1.741 -1.126 -2.937
C -1.790 -3.967 -3.691
H 3.977 -2.849 2.323
H 5.110 0.814 -0.886
H 3.432 -5.361 3.951
C 0.291 -2.992 -4.813
N -0.977 2.608 0.236
H -2.252 4.983 -5.629
C 5.551 -0.422 0.754
C -3.584 -2.266 1.478
H 3.029 2.279 -6.593
F -1.247 4.792 -3.312
C 2.969 1.444 -5.927
C -0.019 -1.870 0.666
H -4.454 5.218 0.872
H 3.461 -1.861 -0.269
C -0.550 -0.511 0.377
H -3.188 -0.510 2.727
C 4.092 -4.751 3.345
H 0.865 1.812 8.245
H -5.484 3.847 1.278
H -1.038 -0.122 1.244
C -3.697 3.373 -5.602
F -5.987 -2.667 -1.143
H -0.214 -1.675 -2.227
C 2.789 -2.748 4.069
H -0.669 -4.642 -5.249
C -2.727 -3.094 -4.471
H -6.481 -0.357 -0.085
H -2.218 -1.346 -0.568
H 5.810 -5.407 4.612
C 5.281 -4.543 4.226
H 5.306 -1.117 -2.611
H 0.871 1.966 6.471
C -4.217 2.375 -4.761
C 0.077 2.448 -6.708
H 3.130 -0.561 -1.432
C 5.190 -1.278 -1.533
C -1.413 3.390 0.944
C -2.701 4.207 -5.088
C 3.330 -3.532 2.936
H 2.710 0.379 1.768
H 1.641 2.271 3.732
H -4.021 3.508 -6.621
C 3.803 1.984 3.563
C -3.611 2.041 -3.583
H -5.002 1.703 -5.103
N 0.889 -2.224 -5.357
C -0.431 -4.188 -4.319
C -5.369 -2.124 -0.070
H 0.374 -0.536 6.349
H 4.059 2.632 4.343
H 2.506 -3.898 2.276
C -1.482 1.125 5.423
H -4.252 3.577 0.072
H 6.672 0.229 -0.911
H 1.058 0.590 2.126
C -4.992 -0.355 1.495
H -3.061 -3.602 -5.392
H -2.079 2.557 -2.196
C 2.021 0.409 2.605
C 3.675 -1.501 -1.298
C -2.579 2.817 -3.100
H -2.639 -2.794 1.755
C 4.012 2.634 2.264
H -3.933 -3.767 0.073
C 0.954 1.203 7.296
H -3.630 -2.641 -3.978
H -2.143 0.255 -0.883
N 2.489 -1.938 4.858
H -0.382 1.833 -4.790
C 0.411 1.642 -5.468
H 1.805 0.816 -4.270
H -5.328 0.628 1.784
N 4.082 3.156 1.223
H 0.253 0.608 -5.796
H 4.404 -5.348 2.453
H 3.248 -2.158 -2.027
H -2.225 -4.990 -3.544
H -4.011 1.216 -2.971
H -3.466 2.793 2.436
N -0.171 3.068 -7.645
C -3.901 -0.976 2.006
C -0.039 0.081 7.145
H 5.027 -3.913 5.129
H 5.800 -2.135 -1.274
H 1.914 -0.609 3.038
N 5.403 -0.626 1.868
C -3.453 3.835 2.137
H -2.008 -0.434 6.719
H 5.934 -3.865 3.650
H -1.598 -3.591 -2.671
C -2.207 3.954 -3.829
H 2.047 2.541 -4.306
C -4.291 -2.829 0.475
H -1.785 1.127 7.541
H 0.324 0.107 0.224
H -2.082 -2.287 -4.730
C -0.936 -0.852 -2.215
H 1.944 0.789 7.201
H -3.780 4.421 3.028
```

- Charge: 0
- Highest occupied orbital energy: -9.17 eV
- Energy above the lowest of the compared OMol25 structures with the same formula, charge and spin: 9.5 kcal per mole
- 2S+1: 1
- HOMO-LUMO gap: 0.35676 Eh



Entry 2:
One molecule with the formula C20H40BrN2O6P, computed with ωB97M-V/def2-TZVPD.

Geometry as XYZ:
```
70
C20H40BrN2O6P (ωB97M-V/def2-TZVPD)
C 2.050 -3.529 0.313
H 2.528 -2.745 -0.275
H 0.231 -3.578 1.506
H -2.456 -1.805 0.890
H -0.041 3.467 4.099
H 0.973 3.999 0.782
H 3.480 -0.277 2.125
H 4.747 -5.238 -2.002
H -0.434 1.376 1.129
C -3.702 0.024 -1.203
H -0.393 3.538 2.377
C -0.052 -2.105 -1.728
H 0.451 1.395 3.960
C -1.931 -1.441 0.001
H -4.569 -0.061 -0.538
C -2.465 0.010 -0.286
C -0.401 -1.003 -2.773
H -0.452 -0.448 3.566
H -2.993 1.716 -2.406
H 0.921 5.702 3.590
H -0.011 -4.064 -0.140
H -2.343 -2.044 -0.808
H -1.680 0.707 -0.591
C -0.753 -0.370 2.510
C -1.623 -1.379 -3.661
C 0.341 3.190 3.109
H 0.941 -2.470 -1.994
Br 1.140 -0.852 -4.051
O -4.418 2.314 -0.947
H 2.487 -3.605 1.303
C -5.238 3.202 -1.537
O -5.985 3.841 -0.947
H 1.168 5.572 1.497
C -3.901 1.356 -1.915
H 3.728 1.587 0.188
H 4.568 -3.775 -0.967
H -1.468 1.628 2.519
P -0.081 -1.593 0.147
H -0.514 0.000 -2.375
C 1.643 4.004 2.881
N 0.536 1.723 3.005
H -1.839 -0.533 2.573
C 4.191 -4.315 -1.839
N 2.798 -0.772 1.552
H 2.877 1.788 1.745
H 2.545 3.444 3.112
H -2.817 0.375 0.683
H 2.603 4.631 0.962
C 1.233 -0.339 -0.291
C 1.625 4.580 1.442
C 2.720 -4.654 -1.612
H 1.788 -0.668 -1.174
H 0.724 0.569 -0.629
H -1.339 -1.570 -4.693
O 2.314 -4.817 -0.328
H -2.143 -2.262 -3.291
C 2.280 0.024 0.739
C 2.771 1.495 0.702
H -4.699 1.198 -2.644
H 1.991 2.095 0.232
O -0.017 -1.348 1.838
H 4.274 -3.692 -2.726
H -0.699 -2.959 -1.949
H -2.277 -0.503 -3.670
O 1.649 5.103 3.800
H -3.765 -0.826 -1.883
C -0.539 1.128 2.188
O 2.012 -4.798 -2.518
H -5.170 3.339 -2.631
C 0.532 -3.354 0.484
```

- Charge: 0
- Highest occupied orbital energy: -8.79 eV
- 2S+1: 1
- HOMO-LUMO gap: 0.33510 Eh



Entry 3:
A 4-piece molecular cluster, C4H15NO5 overall, computed with ωB97M-V/def2-TZVPD.

Geometry as XYZ:
```
25
C4H15NO5 (ωB97M-V/def2-TZVPD)
H -0.251 2.771 -1.396
H -0.669 0.223 2.653
C -0.871 -2.195 -0.162
H -0.704 -3.090 0.550
C 0.456 2.454 -0.617
C -0.290 0.302 0.134
H 2.349 -0.135 1.364
H 1.116 -1.260 0.306
H -1.984 -2.043 -0.075
H 1.344 3.115 -0.766
H -0.674 -3.557 -1.483
H -2.586 0.685 -2.966
O 3.220 -0.485 1.274
O -2.247 1.609 -2.923
C 0.106 -1.180 0.486
H 1.391 0.393 -1.233
H -0.105 2.743 0.387
H -1.950 1.780 -2.143
O -1.216 0.808 0.851
H -0.370 -1.226 1.601
H 3.662 0.358 0.928
H 0.589 0.237 3.564
O -0.380 -2.630 -1.371
O 0.352 0.208 2.645
N 0.658 0.949 -0.592
```

- Charge: 0
- Highest occupied orbital energy: -9.65 eV
- Energy above the lowest of the compared OMol25 structures with the same formula, charge and spin: 80.9 kcal per mole
- 2S+1: 1
- HOMO-LUMO gap: 0.37154 Eh



Entry 4:
A 2-piece molecular cluster, C4H10N2O overall, computed with ωB97M-V/def2-TZVPD.

Geometry as XYZ:
```
17
C4H10N2O (ωB97M-V/def2-TZVPD)
H 2.820 2.317 -0.479
C 0.781 1.651 -1.083
H 1.619 -0.206 0.860
H 0.234 0.708 -0.987
H -0.775 2.781 -1.241
N -2.193 -2.400 1.809
C -1.830 -2.481 0.603
H -2.445 -0.662 0.090
H -1.405 -1.404 -1.029
N -2.135 -1.526 -0.350
H -1.170 -3.276 0.237
H 3.016 0.795 1.490
H 1.035 1.830 -2.137
O -0.031 2.724 -0.629
C 2.022 1.605 -0.267
C 2.246 0.674 0.732
H -1.789 -3.130 2.381
```

- Charge: +1
- Highest occupied orbital energy (spin up / spin down): -12.30 / -12.29 eV
- Energy above the lowest of the compared OMol25 structures with the same formula, charge and spin: 81.3 kcal per mole
- 2S+1: 2
- HOMO-LUMO gap (spin up / spin down): 0.22760 / 0.08802 Eh



Entry 5:
One molecule with the formula C4H6BrNO2, computed with ωB97M-V/def2-TZVPD.

Geometry as XYZ:
```
14
C4H6BrNO2 (ωB97M-V/def2-TZVPD)
O -0.348 0.245 -2.883
H -0.061 1.868 -0.289
C -0.472 -0.551 -1.833
Br -1.488 0.779 2.455
C -1.371 -0.661 1.188
C 0.039 -0.085 -0.524
H 1.194 1.146 0.530
H 0.751 -0.958 1.237
H 0.492 0.837 -2.712
H -2.201 -0.837 0.417
C -0.050 -1.064 0.656
N 0.605 1.149 -0.355
O -0.829 -1.705 -1.871
H -0.190 -2.074 0.332
```

- Charge: 0
- Highest occupied orbital energy (spin up / spin down): -8.10 / -8.33 eV
- Energy above the lowest of the compared OMol25 structures with the same formula, charge and spin: 69.3 kcal per mole
- 2S+1: 1
- HOMO-LUMO gap (spin up / spin down): 0.29172 / 0.29324 Eh



Entry 6:
C34H30MnN7O2P as an isolated structure, computed with ωB97M-V/def2-TZVPD.

Geometry as XYZ:
```
75
C34H30MnN7O2P (ωB97M-V/def2-TZVPD)
C -2.457 2.987 -2.560
H -3.608 -2.047 -2.505
C 1.679 5.270 1.651
H 3.509 -1.740 2.902
H 4.087 2.513 2.646
H 3.665 -3.735 -2.445
H -3.477 3.142 -2.893
O -2.349 1.390 1.182
N 2.350 4.127 1.866
C -0.985 -3.028 2.059
C -1.886 -1.480 -1.422
C -0.501 -0.840 -1.469
P -2.833 -2.195 -0.023
H 3.324 6.414 2.037
C -1.367 -5.697 1.398
H -0.884 -1.998 2.376
H -2.033 3.307 0.859
C -2.229 0.218 1.676
N -0.427 0.439 -0.721
C -2.151 -1.237 -3.849
H -0.446 -0.490 -4.958
N 0.385 5.364 1.346
O -1.376 0.006 2.607
N -1.546 4.194 0.913
C -1.775 -3.350 0.958
H -2.021 5.066 0.774
C 1.920 -0.545 2.142
N 1.429 0.652 1.795
C -0.821 1.600 -1.431
C -0.837 -0.739 -3.978
C 2.995 -1.921 -1.463
C 2.228 1.723 2.015
C -2.616 -1.613 -2.584
N 0.331 3.001 1.426
C 3.516 1.605 2.517
C -3.193 -0.860 1.253
C -0.255 4.203 1.233
C 0.572 -1.809 -0.832
C 1.952 -1.236 -0.928
H 5.011 0.236 3.238
H -2.779 -1.352 -4.721
H -0.482 -3.666 -1.391
H -1.544 -6.738 1.156
H 1.264 -1.392 1.990
C -2.129 1.824 -1.882
H 1.426 -4.810 -2.373
C 2.829 -3.214 -2.000
C 0.485 -3.180 -1.420
H 0.563 4.503 -2.553
H -1.754 4.862 -3.348
H 1.855 7.282 1.662
Mn -0.377 0.942 1.158
C 4.014 0.359 2.839
C -0.202 3.760 -2.358
C 1.623 3.034 1.746
H -2.597 -4.957 -0.196
H -3.484 -1.430 2.138
N 2.364 6.422 1.748
H 3.979 -1.466 -1.495
H -2.890 1.091 -1.665
H -0.100 -6.137 3.076
H 0.960 -0.215 -2.984
H 0.251 -3.758 3.646
H -4.074 -0.353 0.860
C 3.182 -0.739 2.657
C 0.132 2.599 -1.680
H 1.147 2.430 -1.338
C -1.499 3.959 -2.808
H 0.269 -1.852 0.226
C -0.054 -0.583 -2.889
C -0.562 -5.363 2.477
C 1.553 -3.813 -1.966
H 2.081 -0.226 -0.567
C -1.962 -4.698 0.644
C -0.371 -4.027 2.801
```

- Charge: 0
- Highest occupied orbital energy (spin up / spin down): -6.45 / -7.17 eV
- Energy above the lowest of the compared OMol25 structures with the same formula, charge and spin: 122.2 kcal per mole
- 2S+1: 6
- HOMO-LUMO gap (spin up / spin down): 0.21297 / 0.23335 Eh



Entry 7:
A 2-piece molecular cluster, C4H6BrN3 overall, computed with ωB97M-V/def2-TZVPD.

Geometry as XYZ:
```
14
C4H6BrN3 (ωB97M-V/def2-TZVPD)
Br -2.890 0.233 -0.056
N -1.604 -0.688 0.687
H -0.866 -1.668 -1.016
H -0.459 -2.459 0.594
H -0.042 1.864 1.676
N -0.003 0.266 0.235
C -1.228 -1.839 -0.070
N 0.784 -0.204 -0.633
H 2.241 2.539 0.065
H 2.578 0.477 -1.418
C 1.746 0.666 -0.769
H -2.205 -2.351 -0.183
C 0.405 1.410 0.804
C 1.542 1.755 0.085
```

- Charge: 0
- Highest occupied orbital energy: -9.36 eV
- Energy above the lowest of the compared OMol25 structures with the same formula, charge and spin: 98.5 kcal per mole
- 2S+1: 1
- HOMO-LUMO gap: 0.32660 Eh



Entry 8:
C31H56GaN6OSSbSi3 as an isolated structure, computed with ωB97M-V/def2-TZVPD.

Geometry as XYZ:
```
100
C31H56GaN6OSSbSi3 (ωB97M-V/def2-TZVPD)
C 1.497 0.072 -2.451
C 2.690 -4.860 2.016
H -0.488 1.909 -2.710
H 0.264 2.803 -0.144
C -2.231 -3.147 3.745
H -3.054 -3.661 4.243
C 2.164 0.824 4.230
H 1.519 0.231 4.875
H -0.359 2.673 4.199
C -2.294 -5.772 2.383
C -0.109 -3.520 1.464
H -3.435 -4.676 -1.551
H 0.527 -6.056 3.794
C -2.253 -1.612 -0.877
C -2.767 2.427 -0.492
H -0.745 3.011 2.516
H -0.012 -6.695 -0.207
H -2.689 -6.206 3.305
N 1.947 0.457 -3.783
Si -1.101 -4.377 2.877
H -1.835 -6.579 1.811
C -3.103 -2.549 -1.411
H -1.684 -2.580 4.495
H 0.905 -4.433 4.387
H -0.454 -5.330 5.067
H 3.628 -4.892 1.457
H 3.420 -2.469 1.414
C 1.770 -4.194 -0.909
H 2.313 -3.250 -0.884
H 1.550 -7.149 0.462
H -0.038 5.660 -0.715
C -2.103 0.429 4.708
C -0.419 -1.749 -4.128
N 2.129 -1.167 -2.030
H 1.931 -1.900 -2.706
H 0.503 -1.423 -4.612
C 0.662 -6.537 0.637
Si 1.244 1.458 2.693
Sb 0.980 -1.834 2.577
H -0.097 5.386 1.028
H -1.935 0.398 5.782
C 2.728 -1.635 1.316
H -2.475 0.392 0.952
H -0.518 -2.832 -4.217
H -4.873 2.184 -0.577
Si 1.224 -4.728 0.815
H 1.601 1.378 -4.024
H 2.406 -1.541 0.284
N -1.255 -1.887 -0.022
H -1.877 0.825 -2.883
H -3.898 -2.253 -2.081
H 3.227 -0.712 1.615
H 2.534 1.680 4.801
N -0.738 2.967 -0.148
C -1.397 4.135 -0.111
H -1.624 -5.197 0.042
C -2.396 0.428 2.025
H -2.355 -0.568 -1.146
H 2.623 -5.784 2.592
C 0.080 2.868 3.220
H 0.179 -6.914 1.540
H -3.140 -5.386 1.812
Ga 0.058 0.023 -0.223
H -3.996 1.327 -1.849
H -1.428 6.234 0.222
H -1.269 -1.284 -4.637
N -1.544 1.916 -0.379
H 3.291 1.633 1.219
C -0.806 0.929 -3.065
C -2.848 -3.880 -1.108
C -1.836 -4.173 -0.223
C -0.701 5.432 0.121
H 0.903 -4.055 -1.560
C 0.149 0.099 1.854
N -1.043 0.164 3.955
C -1.145 0.208 2.609
H 3.135 -1.039 -1.977
H 2.417 -4.951 -1.357
H 3.029 0.218 3.947
H -0.631 0.878 -4.143
O -0.420 -1.461 -2.735
H 2.749 -4.033 2.725
H -4.180 0.965 4.850
C -1.068 -3.154 0.375
C 2.617 2.326 1.722
H 0.636 3.807 3.286
H 2.233 3.002 0.955
H 3.199 2.920 2.430
H -3.556 4.506 -0.364
H -4.460 0.899 2.365
H -2.663 -2.434 3.039
C -3.496 0.701 2.818
C 0.091 -5.118 4.145
H 2.959 0.514 -3.793
C -2.724 3.823 -0.324
S 1.896 1.303 -1.136
C -3.352 0.732 4.196
C -3.977 1.606 -0.794
C -0.028 -0.148 -2.326
H -4.006 0.690 -0.202
```

- Charge: 0
- Highest occupied orbital energy: -7.54 eV
- Energy above the lowest of the compared OMol25 structures with the same formula, charge and spin: 0.0 kcal per mole
- 2S+1: 1
- HOMO-LUMO gap: 0.29708 Eh